No. 1
# C30H70N8O10Pt

A structure of composition C30H70N8O10Pt (ωB97M-V with the def2-TZVPD basis set, the Open Molecules 2025 dataset).

Structure (XYZ):
```
119
Properties=species:S:1:pos:R:3:forces:R:3:lowdin_spin:R:1
Pt -1.808 -2.389 -0.028 1.01 0.07 -1.21 1.51
C 0.825 -3.651 -2.648 -0.18 0.27 -0.08 0.00
C -0.692 -3.774 -2.766 -0.65 1.14 -0.62 0.01
C -1.160 -5.007 -3.528 0.08 -0.03 0.01 0.01
O -1.411 -3.655 -1.601 -0.17 -0.87 0.98 0.14
H 1.050 -2.603 -2.469 0.14 0.06 0.13 0.00
H 1.312 -3.928 -3.586 0.00 -0.11 0.05 0.00
H 1.247 -4.214 -1.822 -0.02 -0.28 0.03 0.00
H -0.981 -2.911 -3.419 0.16 -0.20 0.02 0.00
H -0.787 -4.969 -4.556 0.14 -0.21 0.06 0.00
H -2.249 -5.020 -3.587 -0.02 0.03 0.13 0.00
H -0.838 -5.926 -3.029 0.05 0.00 -0.10 0.00
C 2.180 -0.992 -0.273 -0.26 -0.40 0.16 0.00
C 0.917 -0.405 0.378 0.16 0.69 -0.69 0.02
C 0.453 0.785 -0.477 0.48 0.29 0.04 0.00
O -0.081 -1.282 0.666 -0.17 -0.70 1.13 0.13
H 2.528 -1.849 0.313 0.12 0.13 0.05 0.00
H 2.937 -0.208 -0.280 0.20 -0.15 -0.16 0.00
H 2.029 -1.367 -1.283 -0.14 0.20 -0.11 0.00
H 1.324 0.049 1.313 -0.35 -0.11 0.12 0.01
H 1.331 1.390 -0.740 -0.09 -0.04 -0.18 0.00
H -0.208 1.452 0.071 -0.16 -0.18 0.07 0.00
H -0.049 0.443 -1.385 0.03 -0.04 0.01 0.00
C -3.865 2.404 2.554 -0.15 -0.03 -0.82 0.00
O -2.982 2.807 3.272 0.34 0.01 0.50 0.00
N -3.762 2.218 1.212 -0.09 -0.05 0.59 0.00
C -4.925 1.941 0.431 -0.60 -0.60 0.03 0.00
C -2.546 2.488 0.503 0.28 0.55 -0.12 0.00
H -4.881 2.150 2.905 0.03 0.01 0.19 0.00
H -5.688 1.476 1.059 -0.06 0.23 0.07 0.00
H -4.711 1.182 -0.325 0.15 0.21 -0.18 0.00
H -5.342 2.847 -0.013 0.00 -0.05 -0.22 0.00
H -1.750 2.669 1.219 0.04 -0.22 0.05 0.00
H -2.304 1.656 -0.155 0.06 -0.11 0.07 0.00
H -2.636 3.406 -0.093 -0.09 -0.08 -0.06 0.00
C 6.417 0.590 2.955 -0.45 -0.16 -0.24 0.00
O 7.077 1.165 3.789 0.28 0.17 0.10 0.00
N 5.166 0.115 3.138 -0.16 -0.24 -0.12 0.00
C 4.386 -0.455 2.060 -0.49 0.85 0.00 0.00
C 4.402 0.384 4.333 -0.30 -0.17 0.49 0.00
H 6.746 0.392 1.917 0.27 0.03 0.13 0.00
H 3.837 -1.326 2.415 0.15 -0.18 -0.14 0.00
H 4.946 -0.664 1.152 0.35 -0.24 0.24 0.00
H 3.639 0.293 1.765 -0.12 -0.20 0.01 0.00
H 3.424 0.809 4.082 0.17 0.21 -0.12 0.00
H 4.165 -0.532 4.887 0.22 -0.04 -0.09 0.00
H 4.939 1.048 5.002 0.10 0.06 -0.11 0.00
C -3.658 -0.966 2.476 -0.09 0.31 1.59 0.00
O -2.946 -1.283 1.551 -0.23 0.07 -0.77 0.02
N -3.186 -0.671 3.703 0.26 0.09 -0.75 0.00
C -4.053 -0.374 4.811 -0.03 0.49 0.37 0.00
C -1.748 -0.596 3.895 0.23 -0.62 0.48 0.00
H -4.758 -0.864 2.455 0.02 -0.20 -0.44 0.00
H -4.260 -1.244 5.438 -0.01 -0.06 -0.08 0.00
H -4.990 0.073 4.474 -0.06 -0.21 -0.09 0.00
H -3.572 0.382 5.434 0.00 -0.03 -0.02 0.00
H -1.437 -1.362 4.615 -0.01 0.08 0.01 0.00
H -1.238 -0.814 2.959 -0.02 0.18 -0.13 0.00
H -1.458 0.374 4.297 -0.11 0.12 -0.13 0.00
C -0.749 -1.531 -6.044 0.82 0.54 0.93 0.00
O -1.215 -1.819 -7.116 -0.44 -0.35 -0.51 0.00
N -0.189 -0.326 -5.742 -0.69 0.59 -0.34 0.00
C 0.254 0.030 -4.429 1.02 -0.82 0.90 0.00
C -0.231 0.768 -6.692 0.06 0.21 0.11 0.00
H -0.669 -2.198 -5.164 -0.21 -0.19 -0.32 0.00
H 0.194 -0.828 -3.748 -0.18 -0.01 -0.18 0.00
H -0.268 0.851 -3.931 -0.28 0.11 -0.43 0.00
H 1.322 0.274 -4.453 -0.08 0.24 -0.01 0.00
H 0.781 1.109 -6.925 -0.01 -0.10 -0.14 0.00
H -0.758 0.465 -7.590 0.10 -0.11 -0.06 0.00
H -0.748 1.627 -6.250 -0.07 -0.08 0.01 0.00
C -2.795 -0.101 -2.463 -0.33 -0.32 -0.07 0.01
O -2.423 -0.678 -1.455 0.09 0.72 0.14 0.06
N -3.497 -0.664 -3.453 0.29 0.15 -0.04 0.00
C -3.694 0.050 -4.685 -0.68 -0.27 -1.29 0.00
C -3.721 -2.097 -3.469 -0.46 -0.39 0.34 0.00
H -2.621 0.974 -2.628 0.10 0.01 0.10 0.00
H -4.641 -0.264 -5.137 -0.03 0.01 0.22 0.00
H -2.951 -0.210 -5.447 0.18 0.11 0.20 0.00
H -3.765 1.132 -4.601 0.28 0.00 0.45 0.00
H -3.025 -2.612 -4.133 0.00 0.07 0.01 0.00
H -3.619 -2.492 -2.461 0.36 0.02 -0.06 0.00
H -4.745 -2.333 -3.769 0.06 0.27 -0.26 0.00
C 2.847 3.542 -3.141 -0.04 0.02 0.08 0.00
O 3.692 3.518 -4.009 0.01 0.05 -0.13 0.00
N 2.708 4.510 -2.205 -0.52 0.28 -0.05 0.00
C 1.629 4.440 -1.237 0.43 -0.54 0.79 0.00
C 3.411 5.775 -2.317 -0.37 -0.08 -0.68 0.00
H 2.085 2.748 -3.026 0.11 -0.05 0.03 0.00
H 0.861 3.732 -1.543 -0.04 0.08 -0.13 0.00
H 1.180 5.403 -0.998 0.00 0.14 -0.48 0.00
H 2.028 4.068 -0.282 -0.13 0.01 -0.04 0.00
H 2.796 6.472 -2.903 -0.03 0.11 0.29 0.00
H 3.577 6.176 -1.322 0.30 0.09 -0.01 0.00
H 4.313 5.649 -2.909 0.24 -0.16 0.36 0.00
C -1.173 -4.927 2.141 0.30 0.57 -0.46 0.01
O -1.816 -4.086 1.508 -0.14 -0.57 0.47 0.07
N 0.149 -5.081 2.094 -0.25 0.14 0.28 0.00
C 0.796 -6.049 2.933 0.95 -0.08 0.32 0.00
C 0.969 -4.352 1.142 -0.08 0.05 -0.17 0.00
H -1.665 -5.639 2.813 -0.16 0.09 0.08 0.00
H 1.183 -6.907 2.375 -0.39 -0.14 -0.02 0.00
H 0.157 -6.341 3.761 -0.13 -0.25 -0.14 0.00
H 1.694 -5.605 3.378 -0.19 0.14 0.05 0.00
H 0.649 -3.311 1.039 -0.15 -0.04 -0.03 0.00
H 2.003 -4.355 1.479 0.01 -0.12 0.04 0.00
H 0.884 -4.868 0.189 0.17 0.19 -0.22 0.00
C 2.584 3.305 5.653 -0.15 0.18 -0.60 0.00
O 2.140 2.405 6.328 0.20 -0.15 0.18 0.00
N 2.061 3.714 4.466 0.15 0.17 -0.11 0.00
C 2.593 4.856 3.756 0.55 -0.45 -0.04 0.00
C 1.064 2.941 3.779 -0.97 -0.51 0.08 0.00
H 3.491 3.890 5.886 -0.11 -0.03 0.39 0.00
H 3.437 5.270 4.308 -0.13 0.10 0.09 0.00
H 1.836 5.625 3.606 -0.04 0.02 -0.03 0.00
H 2.997 4.525 2.793 -0.17 0.17 -0.09 0.00
H 1.450 2.419 2.895 0.19 0.19 0.02 0.00
H 0.651 2.183 4.445 0.25 0.04 0.11 0.00
H 0.199 3.540 3.475 0.21 0.19 -0.05 0.00
```
Positions in Å, forces in eV/Å.

The LUMO energy (spin up / spin down) is 0.19 / 0.16 eV. Its HOMO-LUMO gap (spin up / spin down) is 7.35 / 7.54 eV. The calculation puts the HOMO energy (spin up / spin down) at -7.2 / -7.4 eV. Its spin multiplicity is 3. The expectation value of S² is 2.005. As for the charge: 0.



No. 2
# C30H71N9O8

A cluster of 9 separate species, C30H71N9O8 in total (ωB97M-V with the def2-TZVPD basis set, the Open Molecules 2025 dataset).

Structure (XYZ):
```
118
Properties=species:S:1:pos:R:3:forces:R:3:mulliken_charge:R:1
C -3.934 -7.646 9.325 0.09 2.05 -3.38 -1.40
C -4.372 -7.187 10.643 0.30 -1.43 2.48 -0.32
N -3.709 -6.009 11.225 0.22 -1.78 0.18 0.08
C -3.776 -5.925 12.694 1.23 -0.26 -0.18 -0.24
C -3.240 -7.138 13.411 0.44 -0.93 -0.18 -1.46
C -4.144 -4.818 10.579 0.11 0.45 -0.16 -0.36
C -3.315 -3.589 10.913 -0.38 -0.62 0.79 -1.42
H -4.143 -6.831 8.632 -0.52 0.35 -0.45 0.32
H -4.531 -8.435 8.866 0.33 -0.44 0.55 0.39
H -2.874 -7.665 9.071 0.27 -0.96 0.96 0.36
H -5.460 -7.192 10.710 -0.52 0.73 -0.29 0.35
H -4.176 -8.084 11.230 0.36 0.31 0.90 0.24
H -3.059 -5.156 12.984 -0.65 0.62 -0.04 0.36
H -4.775 -5.792 13.110 -0.36 0.74 -0.21 0.25
H -2.946 -6.969 14.447 -0.78 0.34 0.22 0.40
H -3.989 -7.926 13.328 0.38 -0.35 0.38 0.33
H -2.276 -7.472 13.027 -0.15 -0.17 -0.68 0.37
H -5.208 -4.701 10.782 -0.47 0.56 -0.10 0.41
H -4.005 -4.910 9.501 -0.27 -0.40 -0.06 0.27
H -3.671 -2.849 10.196 0.81 0.45 0.25 0.42
H -2.272 -3.906 10.900 0.20 0.40 -0.90 0.38
H -3.401 -3.260 11.948 -0.62 0.33 -0.09 0.29
C -1.834 9.095 -0.475 0.75 1.25 -0.90 -1.06
C -1.495 10.652 -0.624 -1.31 -1.07 1.40 0.70
O -1.276 11.394 0.325 0.29 -0.56 -0.83 -0.62
N -1.752 11.101 -1.875 0.47 0.15 -1.09 -0.19
C -1.698 12.471 -2.337 -0.67 0.43 0.12 -0.88
H -1.819 8.685 0.534 -0.13 0.56 -0.05 0.30
H -1.132 8.513 -1.072 0.21 0.02 -0.01 0.31
H -2.790 8.967 -0.983 -0.19 -0.14 0.39 0.30
H -1.911 10.480 -2.655 0.10 -0.49 0.65 0.24
H -0.760 12.797 -2.787 0.26 -0.20 0.30 0.27
H -2.003 13.159 -1.550 0.26 -0.10 0.07 0.31
H -2.453 12.546 -3.119 -0.02 0.14 -0.07 0.33
C -0.334 -1.011 3.926 0.00 -0.35 -1.26 -0.90
C -0.504 -0.029 2.779 -0.56 1.66 0.23 0.70
O -1.011 1.082 2.973 0.56 -1.23 -0.41 -0.64
N -0.044 -0.415 1.549 0.35 -0.73 -0.84 -0.20
C -0.064 0.379 0.333 -1.19 1.20 0.49 -0.89
H -1.295 -1.142 4.424 0.24 0.27 0.21 0.27
H 0.467 -0.661 4.577 -0.27 -0.04 0.12 0.24
H -0.064 -1.968 3.479 0.19 -0.21 0.36 0.29
H 0.335 -1.338 1.389 -0.13 0.04 0.67 0.20
H -0.735 0.036 -0.455 0.28 -0.95 -0.02 0.32
H 0.921 0.606 -0.075 -0.02 -0.09 0.19 0.28
H -0.606 1.292 0.580 0.58 0.41 0.27 0.33
C 1.689 -3.626 -6.070 -1.25 -0.35 0.68 -1.15
C 2.891 -3.493 -6.963 -1.15 0.29 -1.05 0.79
O 2.788 -3.030 -8.104 0.40 -0.20 1.15 -0.65
N 4.043 -3.918 -6.437 0.24 0.62 -0.58 -0.12
C 5.352 -3.684 -7.055 -0.03 -1.27 1.57 -0.85
H 1.654 -2.940 -5.224 0.33 0.55 -0.30 0.29
H 1.553 -4.566 -5.535 0.57 -0.50 -0.29 0.32
H 0.758 -3.517 -6.627 0.27 0.27 -0.20 0.31
H 4.070 -4.434 -5.569 -0.26 0.31 -0.14 0.17
H 5.435 -3.269 -8.060 -0.75 -0.13 0.29 0.29
H 5.708 -4.712 -6.992 1.14 0.24 -0.67 0.31
H 5.881 -3.088 -6.312 0.50 0.18 -0.44 0.29
C 7.992 4.705 7.037 1.66 1.04 0.28 -0.98
C 6.698 4.113 6.595 0.61 -0.41 0.10 0.69
O 6.268 3.057 7.004 -0.16 -0.51 0.54 -0.62
N 6.026 4.854 5.723 -1.86 0.90 -1.16 -0.22
C 4.624 4.576 5.319 1.24 0.44 -0.08 -0.81
H 8.236 5.685 6.629 -0.64 0.27 -0.25 0.30
H 8.906 4.182 6.756 -0.37 -0.82 0.16 0.28
H 8.019 4.874 8.114 -0.18 -0.42 0.06 0.24
H 6.443 5.619 5.212 0.19 -0.14 0.54 0.25
H 4.214 5.568 5.133 -0.37 -0.24 -0.19 0.31
H 4.047 4.078 6.099 0.36 -0.03 -0.07 0.29
H 4.663 3.988 4.401 -0.48 -0.08 0.06 0.26
C -7.565 -2.265 -4.164 1.40 -0.13 -0.99 -0.98
C -9.032 -2.332 -3.983 -0.09 5.01 -1.46 0.68
O -9.675 -1.245 -3.980 0.40 -2.55 0.79 -0.66
N -9.542 -3.516 -4.152 0.10 -2.83 -0.01 -0.19
C -10.896 -3.866 -4.160 -1.96 -0.05 -0.12 -0.89
H -7.256 -1.410 -4.766 -0.45 0.77 0.83 0.30
H -7.287 -2.986 -4.932 0.29 -0.97 0.63 0.32
H -6.981 -2.333 -3.246 0.02 -0.13 -0.19 0.23
H -8.989 -4.343 -4.327 0.74 0.77 0.27 0.28
H -11.304 -3.918 -3.151 -0.22 0.01 -0.01 0.27
H -10.977 -4.844 -4.634 -0.18 0.00 0.13 0.33
H -11.484 -3.166 -4.755 -0.06 0.10 0.14 0.30
C -3.371 5.014 -5.600 0.51 -0.85 1.08 -1.07
C -2.319 5.689 -6.436 -2.93 0.88 -1.32 0.55
O -1.443 6.304 -5.911 2.15 0.22 0.12 -0.55
N -2.672 5.804 -7.790 -0.42 -0.80 1.74 -0.18
C -1.834 6.315 -8.798 1.26 0.29 -0.42 -0.82
H -4.146 5.741 -5.356 -0.30 -0.23 -0.36 0.28
H -2.913 4.783 -4.639 0.17 0.22 0.06 0.33
H -3.716 4.035 -5.931 -0.43 0.40 -0.54 0.34
H -3.656 5.840 -8.015 0.10 -0.53 0.37 0.24
H -1.831 7.402 -8.877 -0.38 0.14 -0.35 0.27
H -2.121 5.784 -9.705 0.29 0.53 -0.34 0.31
H -0.794 6.087 -8.565 -0.01 -0.29 -0.02 0.29
C 5.728 -4.207 -0.896 -0.95 -0.07 1.78 -1.10
C 4.600 -5.225 -1.127 -0.53 2.19 -0.60 0.70
O 3.420 -4.985 -0.843 1.49 -0.89 -0.22 -0.65
N 5.053 -6.271 -1.819 -0.83 -1.75 -0.65 -0.22
C 4.239 -7.354 -2.396 0.98 -0.25 0.23 -0.80
H 5.247 -3.328 -0.468 0.05 0.34 -0.70 0.32
H 6.410 -4.015 -1.724 -0.25 -0.06 0.08 0.33
H 6.256 -4.550 -0.006 0.61 -0.29 -0.19 0.31
H 6.033 -6.363 -2.044 -0.23 0.43 0.33 0.26
H 3.731 -7.079 -3.321 0.02 0.17 0.06 0.21
H 3.530 -7.853 -1.736 0.04 0.55 0.29 0.28
H 5.016 -8.090 -2.603 -0.40 -0.36 -0.44 0.35
C 7.772 2.644 -8.593 -0.36 -0.12 -0.79 -0.98
C 6.578 3.015 -7.749 0.49 -1.05 -0.56 0.59
O 6.742 3.670 -6.748 -0.49 0.76 0.40 -0.60
N 5.418 2.458 -8.144 0.10 -0.88 0.29 -0.19
C 4.137 2.765 -7.549 0.13 0.42 -1.57 -0.86
H 8.350 2.050 -7.885 0.95 0.60 -0.46 0.26
H 8.135 3.542 -9.091 0.91 0.26 1.09 0.28
H 7.624 2.076 -9.512 -0.73 -0.71 0.31 0.33
H 5.458 1.700 -8.810 0.11 0.35 0.08 0.27
H 3.486 2.387 -8.337 -0.76 0.27 0.45 0.35
H 4.159 3.854 -7.596 -0.86 0.01 0.71 0.30
H 3.853 2.340 -6.587 0.50 0.08 0.05 0.25
```
Positions in Å, forces in eV/Å.

The LUMO energy is 0.03 eV. Its HOMO-LUMO gap is 8.45 eV. The calculation puts the HOMO energy at -8.4 eV. As for the charge: 0. As for the SMILES: CCN(CC)CC.CNC(C)=O.CNC(C)=O.CNC(C)=O.CNC(C)=O.CNC(C)=O.CNC(C)=O.CNC(C)=O.CNC(C)=O.



Computed strongest force on any atom (Eh/bohr) in order:
0.0315; 0.1015
Computed energy above the lowest of the compared OMol25 structures with the same formula, charge and spin (kcal per mole) in order:
0.0; 17.4
Computed electronic energy (eV) in order:
-67884.1537; -62050.8662